1.
52
Properties=species:S:1:pos:R:3:forces:R:3:mulliken_charge:R:1 method="wB97M-V/def2-TZVPD" smiles="O=C1OCCO1.O=C1OCCO1.O=C1OCCO1.O=C1OCCO1.O.O.O.O" molar_mass_da=424.31 lumo_energy_ev=-0.41 homo_lumo_gap_ev=10.46 fmax_ev_per_a=4.29
O 5.467 -6.027 -5.811 -3.23 0.19 2.35 -0.324
H 5.412 -14.091 0.233 0.43 -0.29 0.03 0.237
H 11.541 -3.120 0.463 -0.47 -0.02 -0.20 0.287
O 3.293 -6.650 5.304 0.65 0.44 -0.42 -0.320
O 10.120 -7.838 0.469 -0.08 -0.14 -0.21 -0.640
C 5.270 -11.972 0.500 1.78 0.56 -0.04 -0.292
H 14.869 -5.962 -1.498 0.15 0.21 0.03 0.316
H 10.607 -2.969 -1.754 -0.16 0.09 -0.46 0.244
H 5.724 -11.317 1.244 -0.38 0.56 -0.05 0.242
H 11.475 -11.564 -3.214 0.15 -0.03 -0.20 0.318
C 9.651 -0.735 -0.297 -1.62 2.81 -0.47 0.706
C 11.401 -2.135 0.018 1.12 0.58 0.01 -0.343
O 7.211 -6.426 -6.953 2.32 -0.71 -1.04 -0.342
H 12.072 -2.046 -2.070 -0.38 1.04 -0.20 0.311
H 12.290 -1.560 0.279 0.12 0.09 0.03 0.243
O 14.419 -6.807 -1.488 -0.16 -0.08 0.23 -0.631
C 1.869 -6.707 5.254 -0.10 -1.12 -0.16 -0.270
O 8.764 0.092 -0.081 2.35 -2.61 -0.59 -0.557
H 6.562 -6.611 -4.165 -1.06 0.09 0.47 0.262
C 3.251 -12.576 1.170 -3.11 -1.10 0.96 0.696
H 9.790 -7.476 1.291 -0.16 0.06 0.23 0.327
O 5.895 -4.793 -7.633 0.02 -0.90 1.44 -0.572
C 5.364 -13.375 1.054 0.93 -0.27 -1.50 -0.235
H 10.867 -10.859 -2.020 -0.04 0.22 0.21 0.317
H 6.119 -13.572 1.815 0.15 0.24 -0.31 0.270
H 14.451 -7.106 -2.397 0.01 -0.13 -0.23 0.318
C 1.572 -6.739 3.752 -1.36 -0.55 0.92 -0.252
C 11.147 -2.059 -1.492 -1.31 -1.02 1.93 -0.236
C 6.081 -7.019 -5.054 2.24 -1.07 0.15 -0.192
H 1.384 -7.727 3.330 0.18 -0.18 0.16 0.239
O 10.299 -1.448 0.592 -0.13 -1.02 1.66 -0.325
O 2.051 -12.559 1.436 3.21 0.06 -0.62 -0.569
H 10.976 -7.425 0.352 0.27 0.07 -0.05 0.312
H 1.674 -7.659 5.747 -0.78 0.37 0.18 0.266
H 5.550 -7.959 -4.900 -0.85 0.71 0.26 0.282
C 7.283 -7.363 -5.924 1.07 -0.98 0.27 -0.317
H 7.327 -8.377 -6.321 -0.45 0.02 -0.26 0.243
H 5.755 -11.784 -0.458 -0.05 -0.23 0.10 0.285
O 16.136 -9.267 2.758 0.02 -0.20 0.07 -0.636
C 3.759 -6.392 4.061 3.81 0.59 -0.32 0.701
C 6.161 -5.662 -6.829 -0.14 2.35 -3.59 0.730
O 4.131 -13.503 1.625 -2.80 -0.52 1.82 -0.329
O 10.884 -11.702 -2.474 -0.13 -0.18 0.01 -0.636
O 2.739 -6.213 3.229 0.70 0.62 -1.70 -0.313
O 4.954 -6.294 3.738 -3.77 -0.37 1.19 -0.580
H 1.381 -5.835 5.690 0.37 -0.13 0.44 0.266
H 8.219 -7.260 -5.375 0.08 0.29 -0.04 0.229
H 16.270 -8.471 3.272 0.05 0.17 0.18 0.317
H 15.923 -8.952 1.879 -0.07 0.04 -0.26 0.319
H 0.686 -6.142 3.538 0.32 0.29 -0.29 0.262
O 3.886 -11.759 0.352 -0.13 1.02 -0.37 -0.305
O 10.208 -0.956 -1.510 0.48 0.08 -1.70 -0.330



2.
66
Properties=species:S:1:pos:R:3:forces:R:3:mulliken_charge:R:1 method="wB97M-V/def2-TZVPD" smiles="O=S1(=O)OCCO1.O=S1(=O)OCCO1.O=S1(=O)OCCO1.O=S1(=O)OCCO1.O=S1(=O)OCCO1.O=S1(=O)OCCO1" molar_mass_da=744.70 lumo_energy_ev=0.28 homo_lumo_gap_ev=11.31 fmax_ev_per_a=2.93
O -1.914 -0.643 -3.349 -0.81 -0.14 -0.44 -0.243
C 0.411 7.436 -1.130 -0.13 -0.23 -0.25 -0.246
H -1.942 2.172 -4.981 -0.03 -0.20 -0.09 0.302
H 3.768 -3.169 1.528 -0.14 -0.08 -0.11 0.304
O -0.659 1.543 -0.271 0.30 1.24 -0.46 -0.293
O -3.411 0.149 -1.566 0.26 0.07 -0.01 -0.493
C 1.187 6.556 -0.115 -0.32 0.65 -0.59 0.039
C -2.408 -1.085 4.523 1.03 -0.12 0.46 -0.376
O 1.209 7.499 -2.320 0.52 -0.30 -0.32 -0.327
O 2.829 -4.571 -0.955 0.06 0.03 -0.12 -0.552
O 2.178 5.238 -2.796 -0.26 0.11 0.15 -0.463
O 0.413 -1.870 6.067 0.07 -0.12 -0.09 -0.598
O 2.355 -2.409 0.193 -0.57 -0.60 -0.46 -0.032
H -0.675 0.058 -4.887 -0.42 -0.21 -0.13 0.331
O -0.989 -0.902 4.286 -0.02 -0.44 -0.44 -0.279
H -1.742 -4.050 -2.301 -0.22 0.31 0.11 0.305
H -1.669 2.379 -3.256 -0.02 -0.14 0.12 0.169
H -0.122 -3.556 -1.728 -0.04 0.00 -0.24 0.000
O 1.033 2.043 -1.918 0.72 -0.14 0.06 -0.503
H -0.541 6.989 -1.410 -0.06 0.04 0.17 0.259
H -1.392 1.167 1.615 0.14 0.03 0.05 0.258
O 1.139 3.191 0.264 0.40 -0.18 0.20 -0.530
O -0.903 -4.661 0.752 -0.22 0.14 1.19 -0.356
H 0.736 5.572 -0.015 0.13 -0.05 0.17 0.001
H 3.189 -1.545 1.859 0.01 0.25 -0.21 0.307
H -1.270 -0.218 0.516 -0.01 0.05 -0.04 -0.095
S 0.868 2.032 -0.513 -2.64 -1.25 0.29 0.866
C -1.964 1.661 -4.022 -0.39 0.13 0.00 -0.175
C 4.533 -1.759 0.095 0.21 0.66 0.46 -0.271
O -4.390 -0.960 -3.498 0.28 -0.07 -0.35 -0.586
S -1.985 -3.482 0.877 1.41 -0.23 -1.63 0.994
H -2.896 -3.018 3.652 0.00 -0.07 0.02 0.053
S -3.374 -0.131 -2.962 -0.11 0.54 0.34 1.095
H 0.723 -0.672 1.555 0.40 0.00 -0.16 -0.219
H -1.858 -5.829 -0.599 0.03 0.01 -0.42 0.328
S -0.132 -2.156 4.785 -0.32 0.63 0.56 0.999
O 3.622 7.206 -2.763 0.03 0.18 0.41 -0.562
S 2.492 6.518 -2.261 -1.06 0.17 -0.11 1.085
C -1.112 -3.891 -1.429 0.66 -0.72 -0.18 -0.047
O 2.191 -2.561 -2.252 -0.14 -0.26 0.01 -0.526
S 2.844 -3.164 -1.145 0.64 1.37 0.99 1.075
H 4.385 -0.722 -0.209 -0.06 -0.02 0.00 0.237
H -2.568 -0.608 5.489 -0.54 0.11 -0.15 0.347
O -3.306 -4.006 0.864 0.08 0.02 0.31 -0.681
H 0.263 8.462 -0.801 0.03 -0.03 0.09 0.251
H -0.077 -5.719 -0.822 0.04 -0.01 0.23 0.328
O 0.742 -2.527 3.728 -0.23 -0.30 0.02 -0.379
C 0.657 0.388 1.322 -1.34 -0.19 0.39 0.274
H 1.337 7.073 0.827 -0.24 -0.23 0.16 0.308
C -1.124 0.385 -3.955 1.10 0.54 0.96 0.028
O -1.365 -3.159 5.028 0.56 0.28 -0.38 -0.322
O 4.357 -2.599 -1.046 -0.28 -0.80 -0.42 -0.371
H 5.531 -1.873 0.515 0.08 -0.20 -0.31 0.324
H -0.336 0.586 -3.235 0.35 -0.10 -0.24 -0.025
C -2.610 -2.597 4.609 -0.53 0.25 -0.11 -0.119
O -3.320 1.242 -3.788 -0.10 -0.50 -0.01 -0.376
C -0.986 -5.176 -0.583 -0.37 0.27 0.01 -0.499
H -3.369 -2.805 5.361 0.13 -0.27 0.05 0.336
C 3.477 -2.224 1.062 0.02 -0.34 0.23 -0.440
O -1.587 -2.886 -0.542 -1.03 0.53 -0.01 -0.117
H -2.938 -0.635 3.692 -0.10 0.10 0.11 0.285
O -1.556 -2.519 1.826 -0.24 -0.17 0.38 -0.231
H 0.910 0.976 2.204 0.47 0.18 -0.27 0.173
O 2.483 6.462 -0.681 1.37 -0.33 0.12 -0.317
C -0.772 0.689 0.857 -0.70 -0.39 0.26 0.115
O 1.401 0.686 0.154 2.16 0.51 -0.36 -0.131



3.
66
Properties=species:S:1:pos:R:3:forces:R:3:mulliken_charge:R:1 method="wB97M-V/def2-TZVPD" smiles="O=S1(=O)OCCO1.O=S1(=O)OCCO1.O=S1(=O)OCCO1.O=S1(=O)OCCO1.O=S1(=O)OCCO1.O=S1(=O)OCCO1" molar_mass_da=744.70 lumo_energy_ev=0.02 homo_lumo_gap_ev=10.86 fmax_ev_per_a=6.16
C -1.368 0.865 0.973 -0.73 1.99 2.28 -0.157
O -5.542 2.707 2.323 1.91 -0.71 -1.35 -0.373
S -4.547 3.129 0.994 0.29 -0.42 2.41 1.108
S 0.831 -0.058 0.123 -1.32 2.39 -0.43 1.300
H -1.922 0.074 -0.999 0.20 -0.38 0.22 0.130
O 6.678 -3.078 3.793 0.21 0.10 -3.32 -0.493
C -1.394 0.882 -0.491 -2.12 0.11 -1.61 -0.203
O 3.110 -5.400 -2.927 -0.58 0.32 -0.36 -0.504
O 5.264 2.948 5.795 -0.43 -2.94 -1.70 -0.563
O 6.513 0.854 5.217 -2.59 1.45 -0.71 -0.502
H 3.993 -2.736 -3.566 0.39 -0.12 -0.38 0.257
O 2.700 -3.755 -4.796 -0.83 -4.54 -1.53 -0.361
H 1.138 -1.777 -3.479 0.27 0.29 -0.73 0.298
S 6.853 -2.809 2.365 -2.58 1.18 0.78 1.050
H -6.184 0.480 -5.405 -0.23 0.35 0.24 0.280
O -5.937 0.224 -2.655 3.25 0.02 3.36 -0.285
H -6.999 -1.044 -5.481 -0.08 -0.31 0.62 0.316
C 3.670 1.623 3.110 0.45 -0.49 -1.40 0.179
S 5.326 1.687 5.028 1.29 0.81 1.52 1.097
H 2.624 -0.095 3.928 0.14 -0.03 0.35 0.265
O 3.982 0.727 5.252 1.75 0.53 0.79 -0.366
H -7.401 3.436 2.602 -0.06 0.22 -0.37 0.257
H -6.267 4.039 3.773 0.38 -0.39 0.10 0.294
C 1.958 -2.431 -3.181 -1.71 2.53 1.73 -0.002
O -4.059 1.081 -3.854 0.40 -2.49 1.23 -0.607
H 4.491 -3.251 -0.115 0.21 -0.45 -0.21 0.247
C -5.994 4.980 1.886 -1.97 -0.07 1.21 -0.330
C -6.439 -0.395 -4.807 -0.44 1.01 0.12 -0.439
O -0.083 0.987 -0.876 3.96 -1.66 -0.05 -0.439
H -5.420 5.693 2.477 0.88 -0.17 -0.75 0.292
H 5.178 -0.682 0.314 -0.25 -0.02 -0.06 0.245
H -2.229 0.464 1.507 0.42 -1.18 -0.22 0.346
O -4.561 2.160 -0.088 -0.63 1.83 1.94 -0.353
O 5.053 2.032 3.469 -1.53 -0.98 0.87 -0.330
O 5.700 -3.634 1.396 2.71 -2.98 4.66 -0.366
C -6.376 3.787 2.719 -0.35 -0.72 1.07 -0.288
O 1.294 -3.629 -2.927 0.13 -3.56 -0.45 -0.265
O 0.457 -1.435 -0.138 1.31 1.72 0.15 -0.535
O 5.939 -1.429 2.009 2.54 0.19 2.37 -0.317
H 3.708 0.954 2.250 0.71 -0.16 0.09 -0.240
H -6.950 5.450 1.657 0.34 0.33 -0.61 0.307
O 8.184 -2.764 1.805 -2.05 -0.16 0.25 -0.500
H 3.995 -1.542 1.372 0.00 -0.07 0.04 0.154
S -4.501 -0.193 -3.277 -0.46 2.13 -1.03 1.255
H 3.128 -1.853 -4.903 0.22 0.15 0.31 0.285
H -1.869 1.800 -0.837 -0.14 -0.02 0.03 0.337
O -5.479 4.380 0.743 1.20 0.73 -2.76 -0.329
C 5.401 -2.876 0.353 -1.70 1.65 -2.68 -0.290
O 2.215 0.478 0.138 -3.59 -1.82 0.28 -0.538
H 2.171 1.509 4.608 -0.10 -0.33 0.49 0.295
H -7.614 0.913 -3.381 -0.29 -0.26 -0.28 0.271
C 5.012 -1.528 0.982 0.98 -0.32 -1.25 -0.081
O -0.075 0.443 1.424 1.73 -1.37 -0.62 -0.402
C 2.991 0.869 4.280 0.12 1.62 -1.14 -0.141
O -3.257 3.549 1.530 -1.99 -0.66 -0.91 -0.586
H -7.600 -0.865 -2.984 -0.18 0.09 0.12 0.273
H 3.104 2.449 2.682 0.21 0.49 0.79 0.317
O -3.675 -1.001 -2.387 -1.97 1.44 -2.03 -0.501
H -1.439 1.900 1.308 0.34 0.19 -0.01 0.192
O 1.134 -5.810 -4.342 0.41 1.38 0.11 -0.523
C 3.074 -2.631 -4.142 0.39 1.30 0.70 -0.195
O -5.202 -1.015 -4.484 1.26 -1.00 0.96 -0.336
S 2.042 -4.893 -3.735 0.86 2.53 0.53 1.045
H 2.256 -1.990 -2.229 0.44 -0.25 0.12 -0.053
C -7.040 -0.014 -3.374 -1.26 -0.97 -3.27 -0.222
H 6.253 -2.936 -0.324 -0.17 0.89 -0.57 0.326